Entry from the OMol25 dataset: C36H59BN8S4V as an isolated structure (ωB97M-V with the def2-TZVPD basis set).

```
109
Properties=species:S:1:pos:R:3:forces:R:3
V -0.3671 -1.7425 0.9573 -0.1 -0.3 0.1
S -1.9442 -1.2399 -0.5820 0.0 0.0 -0.1
S -0.6815 -3.9628 0.6362 0.0 0.2 0.0
S 1.8466 -1.3291 0.9716 0.3 0.0 -0.2
S -1.2536 -1.1305 2.8985 0.0 0.3 0.0
N -2.2619 -4.8345 -1.2680 0.0 0.0 0.1
N -0.0448 -4.6885 -1.8873 -0.1 0.0 -0.1
N 1.0312 0.8336 -0.2499 0.2 -0.1 -0.1
N 0.9580 2.0649 2.2076 0.0 0.0 -0.1
N -1.5654 2.5135 0.4026 0.0 0.1 0.0
N 0.1635 0.9998 2.1216 0.0 0.1 0.0
N 0.9739 1.8678 -1.0695 -0.1 0.1 0.0
N -1.4292 1.2135 0.1429 -0.2 0.1 0.1
C 2.1634 -5.7665 -2.0092 0.0 0.0 0.0
C -4.2550 0.3154 -2.1287 0.0 0.0 -0.1
C -3.4545 2.4479 -1.0298 0.0 0.0 0.0
C -2.5738 3.1406 -0.1583 0.1 0.0 -0.1
C 2.0906 0.0398 -0.0940 -0.1 0.0 0.0
C -2.3996 -6.9728 -2.5850 0.0 0.0 0.0
C -3.3307 1.1013 -1.2610 0.1 0.1 0.1
C 3.2444 1.4293 -1.5873 0.0 0.0 0.0
C -0.0859 0.8187 4.4773 0.1 0.1 -0.1
C -2.6177 5.3972 -1.1745 0.0 0.0 0.0
C 3.2944 0.3319 -0.7573 -0.1 0.1 0.0
C 1.3724 4.9050 4.1180 0.0 0.0 0.0
C 4.5114 -0.5105 -0.5679 0.0 0.0 0.0
C 1.9549 3.4026 -2.6433 0.0 0.0 -0.1
C -2.2531 0.4838 -0.5921 0.1 -0.1 0.0
C -0.3220 0.3419 3.1696 -0.1 -0.1 0.1
C 1.2400 2.5436 3.3977 0.0 0.0 0.0
C -3.2339 -7.8743 -1.6766 0.0 0.0 0.0
C 0.6095 3.3964 -3.3792 0.0 0.0 0.0
C -2.9873 -7.6979 -0.1822 0.0 0.0 0.0
C 2.1557 3.7473 3.4805 0.0 0.0 0.0
C -0.6442 0.1131 5.6687 0.0 0.0 0.1
C 2.0582 2.1803 -1.7508 0.0 0.0 0.0
C -1.7024 5.0988 1.1379 0.0 0.0 0.0
C 1.3989 -4.4850 -1.7033 0.0 0.0 0.0
C -4.1575 4.8164 0.7309 0.0 0.0 0.0
C 2.0343 4.6316 -1.7224 0.0 0.0 0.0
C -1.0070 -4.5298 -1.0066 0.0 0.0 0.0
C 2.6400 4.1618 2.0924 0.0 0.0 0.0
C 3.3587 3.3805 4.3622 0.0 0.0 0.0
C 1.8333 -6.9243 -1.0699 0.0 0.0 0.0
C -2.7525 4.6147 0.1401 0.0 0.0 0.1
C 0.6959 1.9437 4.5588 0.0 -0.1 0.0
C 2.2770 -6.6899 0.3680 0.0 0.0 0.0
C 3.0914 3.4481 -3.6671 0.0 0.0 0.0
C -2.7334 -5.4842 -2.5028 0.0 0.1 -0.1
B -0.1555 0.5920 0.6658 0.0 -0.2 0.2
H -3.7013 -0.2119 -2.9068 0.0 0.0 0.0
H 0.4978 5.1681 3.5203 0.0 0.0 0.0
H 4.3018 -1.5523 -0.8158 0.0 0.0 0.0
H -4.2532 3.0004 -1.5074 0.0 0.0 0.0
H 1.9862 -6.0488 -3.0514 0.0 0.0 0.0
H -1.3347 -7.1280 -2.3764 0.0 0.0 0.0
H -2.7439 6.4606 -0.9743 0.0 0.0 0.0
H 1.7931 -5.8168 0.8147 0.0 0.0 0.0
H 2.0318 -7.5448 0.9960 0.0 0.0 0.0
H -4.9828 0.9683 -2.6037 0.0 0.0 0.0
H -2.3170 -4.9278 -3.3474 0.0 0.0 0.0
H 1.8043 4.3975 1.4333 0.0 0.0 0.0
H -3.8105 -5.3244 -2.5374 0.0 0.0 0.0
H -2.5486 -7.2723 -3.6245 0.0 0.0 0.0
H -0.2280 3.3472 -2.6834 0.0 0.0 0.0
H 1.5621 -4.1638 -0.6760 0.0 0.0 0.0
H -2.9030 -4.7720 -0.4913 0.0 0.0 0.0
H -4.2938 -7.7260 -1.9005 0.0 0.0 0.0
H 2.9272 4.2875 -4.3413 0.0 0.0 0.0
H 5.3257 -0.1598 -1.1966 0.0 0.0 0.0
H -4.9445 4.5456 0.0260 0.0 0.0 0.0
H 3.2380 3.3768 1.6249 0.0 0.0 0.0
H 3.3561 -6.5396 0.4237 0.0 0.0 0.0
H 0.9227 2.3669 5.5288 0.0 0.0 0.0
H 0.5176 4.3155 -3.9569 0.0 0.0 0.0
H 2.3170 -7.8217 -1.4572 0.0 0.0 0.0
H 3.9114 2.5336 3.9513 0.0 0.0 0.0
H -0.2731 -0.9120 5.7213 0.0 0.0 0.0
H 1.7069 -3.6767 -2.3698 0.0 0.0 0.0
H 1.9546 5.5373 -2.3237 0.0 0.0 0.0
H -4.2959 5.8687 0.9777 0.0 0.0 0.0
H 4.0382 4.2309 4.4127 0.0 0.0 0.0
H -1.6331 5.2526 -1.6239 0.0 0.0 0.0
H 1.0441 4.6732 5.1321 0.0 0.0 0.0
H -0.3615 0.6278 6.5834 0.0 0.0 0.0
H 3.1289 2.5428 -4.2763 0.0 0.0 0.0
H -3.3770 5.1129 -1.9044 0.0 0.0 0.0
H -0.6902 4.9370 0.7644 0.0 0.0 0.0
H 3.0674 3.1413 5.3856 0.0 0.0 0.0
H 0.7585 -7.1369 -1.0991 0.0 0.0 0.0
H -1.7336 0.0696 5.6193 0.0 0.0 0.0
H 3.2636 5.0504 2.1843 0.0 0.0 0.0
H -1.7976 4.5856 2.0961 0.0 0.0 0.0
H -3.0158 -8.9068 -1.9527 0.0 0.0 0.0
H 2.9811 4.6711 -1.1806 0.0 0.0 0.0
H -3.4394 -8.5143 0.3783 0.0 0.0 0.0
H 2.0148 5.7829 4.1783 0.0 0.0 0.0
H -1.9189 -7.6963 0.0511 0.0 0.0 0.0
H -0.3036 -5.1345 -2.7595 0.0 0.0 0.0
H 4.0659 3.6063 -3.2026 0.0 0.0 0.0
H 4.1268 1.7108 -2.1453 0.0 0.0 0.0
H -4.7923 -0.4295 -1.5393 0.0 0.0 0.0
H 4.8403 -0.4827 0.4725 0.0 0.0 0.0
H -4.2941 4.2367 1.6451 0.0 0.0 0.0
H 0.5400 2.5581 -4.0747 0.0 0.0 0.0
H 1.2169 4.6264 -0.9982 0.0 0.0 0.0
H -1.8394 6.1661 1.3064 0.0 0.0 0.0
H 3.2287 -5.5319 -1.9432 0.0 0.0 0.0
H -3.4268 -6.7786 0.2138 0.0 0.0 0.0
```
Forces are in eV/Å.

Computed properties:
Charge: +3
Relative energy (zero: lowest compared OMol25 entry of this formula, charge and spin), kcal/mol: 0.00
Kohn-Sham gap (spin up / spin down), eV: 7.2 / 6.7
Max |F|, eV/A: 0.3



Entry from the OMol25 dataset: C15H19BF17NO7S as an isolated structure at a distorted geometry (ωB97M-V with the def2-TZVPD basis set).

```
61
Properties=species:S:1:pos:R:3:forces:R:3
S 0.3711 6.3872 0.4106 0.8 0.3 4.1
F -0.8920 0.3944 -5.4072 0.3 0.1 0.1
F 0.1647 -3.2995 1.4052 0.0 0.3 0.6
F -1.2111 -2.6502 3.6533 0.3 0.0 -0.1
F -0.7767 -3.8331 -0.7030 0.1 -0.3 -0.7
F -2.0442 -0.9144 -4.1181 0.2 -0.4 0.2
F 0.7493 1.0404 -3.2070 -0.3 -0.1 -0.4
F -1.5354 -4.8676 -3.1116 -0.1 0.0 0.3
F 0.7871 -4.6401 2.9760 0.0 -0.1 0.6
F 0.9038 -0.9952 -3.8786 -0.2 -0.1 -0.5
F -0.9693 -6.0411 6.9995 0.2 0.2 0.3
F -0.5608 -3.2687 -4.1822 0.0 0.6 -0.1
F -2.1000 -2.5358 -1.8308 0.0 -0.1 -0.3
F 0.7882 -3.4027 5.4618 -0.2 -0.1 -0.4
F -2.4556 -3.5423 2.1172 0.1 -0.3 -0.2
F 1.6101 -4.9386 6.7513 -0.2 -0.3 0.0
F 2.6058 2.6865 -0.2153 0.0 0.2 -0.5
F -0.1175 -6.1861 5.0362 0.5 0.1 -0.1
O -1.7480 -4.6949 5.4456 1.1 0.3 -0.5
O -0.2850 6.4043 1.7362 0.6 0.0 -3.6
O 1.5832 7.2458 0.3654 -2.9 -2.3 -1.3
O 0.6466 4.7604 0.1308 0.4 2.7 -1.0
O -0.1989 -0.5244 -1.9839 -0.4 -0.5 -1.0
O -1.8136 3.5582 -2.4758 1.1 0.6 1.5
O -0.6896 6.5875 -0.8657 2.2 0.1 1.5
N -1.1717 2.6532 -0.1908 0.1 0.4 -1.5
C -1.4797 -3.8166 3.0269 -0.1 0.3 0.9
C 1.4520 3.6748 -2.0972 -0.1 0.1 0.8
C -2.1068 -4.7953 4.0517 -0.4 -0.4 0.4
C 0.4688 -4.2968 6.4113 0.3 0.4 0.4
C 0.1376 -1.8529 -1.5293 0.5 0.5 0.4
C 2.8130 3.4481 -1.3700 0.3 1.0 -1.2
C 0.0643 -0.1244 -3.3009 0.5 -1.0 1.5
C -1.2110 0.1377 -4.1164 -0.5 0.4 -0.2
C 3.6000 4.7490 -1.0100 0.9 -0.7 0.4
C -0.0142 5.9013 -1.9449 -0.1 -0.4 -1.0
C 0.3945 4.5192 -1.2828 -1.7 -0.7 -2.1
C -0.5850 -5.3087 5.9368 -1.5 -0.2 -0.8
C -0.5675 -3.9229 -3.0131 0.1 -0.7 0.0
C -0.8418 -3.0237 -1.7978 -0.4 1.0 0.0
C -0.2637 -4.2955 2.2193 0.1 -0.1 -0.7
B -0.9310 3.5515 -1.3459 -0.4 -0.4 0.4
H 0.3923 -4.4374 -2.9030 0.0 0.1 0.2
H 1.1632 -2.1125 -1.7950 -0.1 -0.1 -0.3
H -1.7527 0.9953 -3.7104 0.2 0.1 0.1
H 3.4666 5.5848 -1.7302 -0.2 -0.6 0.5
H -3.1705 -4.5511 4.0578 0.1 0.2 0.0
H 4.6912 4.4834 -1.0403 -0.9 0.3 0.0
H 0.8026 6.4884 -2.4374 -0.3 -0.3 1.0
H 1.5625 4.1765 -3.0936 0.3 -0.5 0.8
H -2.5816 4.0974 -2.2425 -0.2 -0.3 -0.3
H -0.5280 -5.1512 1.5904 -0.2 0.0 0.1
H -0.7892 5.8365 -2.7497 0.6 -0.5 0.8
H -0.2912 2.2307 0.0990 -0.2 0.4 0.5
H 3.4126 5.0706 0.0431 -0.2 -0.1 -1.0
H 0.1508 -1.7408 -0.4443 -0.2 0.0 -0.1
H 3.4494 2.8493 -2.0722 -0.6 0.2 0.7
H 1.0173 2.6559 -2.2846 0.6 1.2 0.2
H -2.0602 -5.8290 3.7067 0.3 0.0 -0.1
H 0.1037 -3.7464 7.2804 -0.2 -0.1 0.0
H -1.6087 3.1713 0.5687 0.2 -0.4 0.1
```
Forces are in eV/Å.

Computed properties:
Charge: 0
Relative energy (zero: lowest compared OMol25 entry of this formula, charge and spin), kcal/mol: 48.34
Kohn-Sham gap, eV: 10.0
Max |F|, eV/A: 4.2



Entry from the OMol25 dataset: a 2-piece molecular cluster, C3H10N2O2 overall at a distorted geometry (ωB97M-V with the def2-TZVPD basis set).

```
17
Properties=species:S:1:pos:R:3:forces:R:3
O 1.0944 -0.3678 -1.5943 0.0 -0.5 1.0
O -1.4521 0.1884 -1.0142 0.5 0.7 0.8
N -2.3594 -0.3533 -0.0410 0.1 0.5 0.1
N 0.4780 0.7091 0.3865 -0.3 -0.4 -0.8
C 0.6196 -0.5509 -0.5056 1.0 1.2 -0.4
C 0.3690 -1.8335 0.2242 -0.1 0.0 -0.3
C 1.4490 1.7908 0.2054 0.1 -0.1 0.1
H -3.0444 0.3840 0.1236 -0.1 -0.2 0.0
H 0.3037 0.4735 1.3575 -0.1 0.0 -0.1
H -2.8730 -1.0910 -0.5238 0.1 0.2 0.0
H 0.3218 -2.6407 -0.5033 0.0 0.0 0.0
H 1.6507 1.8744 -0.8599 0.1 0.0 0.1
H -0.5704 0.9157 -0.2806 -1.3 -1.6 -0.2
H 2.3637 1.5933 0.7640 0.1 0.0 -0.1
H 1.2015 -2.0250 0.9064 0.0 0.1 0.0
H 1.0080 2.7215 0.5636 0.0 -0.1 0.0
H -0.5601 -1.7887 0.7915 0.0 0.1 0.0
```
Forces are in eV/Å.

Computed properties:
Charge: 0
Relative energy (zero: lowest compared OMol25 entry of this formula, charge and spin), kcal/mol: 96.87
Kohn-Sham gap, eV: 8.5
Max |F|, eV/A: 2.1



Entry from the OMol25 dataset: one molecule with the formula C4H6O at a distorted geometry (ωB97M-V with the def2-TZVPD basis set).

```
11
Properties=species:S:1:pos:R:3:forces:R:3
O -1.2250 -0.7361 -0.2779 0.9 -0.6 2.7
C -1.0575 0.6816 -0.3207 0.3 0.7 0.4
C 1.0510 -0.6336 -0.3847 0.1 0.1 -0.5
C 0.1262 -0.7177 0.7473 -1.7 -0.5 -1.0
C 0.3650 0.6229 0.1753 0.2 0.4 -0.3
H -1.6833 1.0908 0.4762 0.0 0.4 -0.1
H 0.4572 -1.0394 -1.1956 1.0 0.0 -0.6
H 0.2665 -1.1164 1.7727 -0.8 0.0 -1.0
H 0.8573 1.4734 0.6285 0.3 -0.3 0.1
H -1.2718 1.2291 -1.2536 0.0 -0.8 -0.1
H 2.1144 -0.8547 -0.3675 -0.2 0.4 0.4
```
Forces are in eV/Å.

Computed properties:
Charge: 0
Relative energy (zero: lowest compared OMol25 entry of this formula, charge and spin), kcal/mol: 69.62
Kohn-Sham gap, eV: 10.7
SMILES: C1O[C@H]2C[C@@H]12
Max |F|, eV/A: 2.9